Run 1
{"formula": "C6H10N2O2", "method": "ωB97M-V with the def2-TZVPD basis set", "elements": ["C", "C", "C", "C", "C", "N", "N", "C", "O", "H", "H", "H", "H", "H", "H", "H", "H", "O", "H", "H"], "xyz": [[-1.4236, -0.8801, -1.1889], [-1.6072, 0.3886, -0.4030], [-0.9810, 0.6458, 0.9531], [-0.2145, -0.4351, 1.6844], [1.0167, -0.0065, 2.3639], [2.0963, 0.3590, 2.6263], [-0.5333, 1.3215, -0.2292], [0.6491, 1.6581, -0.7575], [1.1948, 1.1872, -1.7460], [-0.5142, -1.4303, -0.9219], [-2.2707, -1.5513, -0.9921], [-1.4229, -0.6825, -2.2681], [-2.5827, 0.8645, -0.5425], [-1.5259, 1.3006, 1.6384], [-0.8772, -0.8810, 2.4417], [0.0520, -1.2841, 1.0403], [1.2601, 2.2504, -0.0480], [2.5802, -1.2858, -1.3996], [1.9218, -0.5988, -1.6113], [3.1822, -0.9403, -0.6399]], "mulliken_charge": [-1.300, 0.160, -0.233, -0.367, 0.188, -0.478, -0.025, 0.002, -0.597, 0.282, 0.348, 0.328, 0.330, 0.375, 0.367, 0.187, 0.427, -0.667, 0.348, 0.325], "smiles": "C[C@H]1[C@@H](CC#N)N1C=O.O", "e_homo_ev": -10.271, "total_charge": 0, "homo_lumo_gap_ev": 10.752}

=====

Run 2
{"formula": "C6H10N2O2", "method": "ωB97M-V with the def2-TZVPD basis set", "elements": ["C", "C", "C", "C", "C", "C", "N", "N", "O", "O", "H", "H", "H", "H", "H", "H", "H", "H", "H", "H"], "xyz": [[-1.2645, 1.5151, 0.3338], [-2.0094, -0.7930, 0.0819], [2.5803, -0.4157, 0.9397], [-1.1210, 0.3568, -1.9100], [1.3224, 0.4143, 0.6840], [-0.9642, 0.2282, -0.3521], [-1.1959, 2.5505, 0.7748], [0.2697, -0.3751, 0.0629], [-1.7119, -1.4998, 1.1473], [-3.0554, -0.9441, -0.4923], [2.3749, -1.2178, 1.7885], [2.8658, -1.0229, -0.0174], [3.1999, 0.2560, 1.3519], [-1.1472, -0.6236, -2.3795], [-0.2170, 0.7686, -2.2943], [-2.0259, 0.9004, -2.3669], [1.5385, 1.2799, 0.0604], [0.7390, 0.7836, 1.6897], [0.7660, -1.0794, -0.6065], [-0.9441, -1.0821, 1.5042]], "mulliken_charge": [-0.333, 0.306, -1.252, -1.573, -0.254, 1.559, -0.431, -0.298, -0.462, -0.559, 0.233, 0.318, 0.463, 0.369, 0.459, 0.306, 0.309, 0.255, 0.227, 0.359], "smiles": "CCN[C@](C)(C#N)C(=O)O", "e_homo_ev": -9.625, "total_charge": 0, "homo_lumo_gap_ev": 10.192}

=====

Run 3
{"formula": "C6H10N2O2", "method": "ωB97M-V with the def2-TZVPD basis set", "elements": ["C", "C", "C", "C", "C", "N", "C", "N", "O", "H", "H", "H", "H", "H", "H", "H", "H", "H", "O", "H"], "xyz": [[-0.8763, 4.2175, -1.1244], [-0.3350, 3.4232, -2.2795], [0.6869, 2.3227, -2.0832], [1.2063, 2.0450, -0.7617], [1.6274, 1.8537, 0.3574], [-0.6872, 2.0390, -2.4376], [-1.6470, 1.3012, -1.7869], [-1.1034, -0.3873, 0.7947], [-2.7761, 1.7297, -1.6271], [-0.9435, 3.6116, -0.2112], [-0.2125, 5.0710, -0.9339], [-1.8732, 4.6038, -1.3711], [-0.2612, 3.9616, -3.2281], [1.4057, 2.1453, -2.8871], [1.7086, 1.4716, 1.3612], [-1.9171, 0.1514, 1.0712], [-0.1412, -0.5340, 0.5054], [-1.5117, -1.2136, 0.1276], [-1.4163, -0.1412, -2.1417], [-2.2764, -0.5178, -2.3656]], "mulliken_charge": [-1.342, 0.161, -0.231, -0.703, 0.146, -0.009, 0.539, -0.798, -0.516, 0.319, 0.369, 0.336, 0.347, 0.345, 0.411, 0.270, 0.276, 0.237, -0.475, 0.317], "smiles": "C#C[C@@H]1[C@H](C)N1C(=O)O.N", "e_homo_ev": -9.026, "total_charge": 0, "homo_lumo_gap_ev": 9.680}

=====

Which of them is most stable? Easy: run 2.

=====

Run 1
{"formula": "C10H18N2O5", "method": "ωB97M-V with the def2-TZVPD basis set", "elements": ["C", "C", "C", "C", "C", "C", "C", "C", "C", "C", "H", "H", "H", "H", "H", "H", "H", "H", "H", "H", "H", "H", "H", "H", "H", "H", "H", "H", "N", "N", "O", "O", "O", "O", "O"], "xyz": [[1.6237, 0.6186, 0.0929], [1.4595, -0.8750, -0.3839], [1.2291, 1.7343, -0.9029], [0.3916, 2.9095, -0.2996], [1.1127, 3.6767, 0.8407], [-1.0391, 2.4164, 0.1055], [-0.3849, -2.3677, -0.9122], [-1.6889, -2.2487, -1.6613], [-0.6997, -3.0682, 0.4900], [-1.7881, -2.4062, 1.3273], [3.0898, 0.1704, 1.5076], [3.6051, 0.2852, 0.0584], [0.9642, 0.7117, 0.9572], [0.7354, 1.3222, -1.8512], [2.1248, 2.1780, -1.2595], [0.3142, 3.6927, -1.0784], [1.9102, 4.3418, 0.4618], [0.3462, 4.2988, 1.2706], [1.5295, 2.8519, 1.4903], [-1.8124, 3.1342, 0.4404], [-1.5277, 1.6263, -0.5458], [-0.8744, 1.8765, 1.0541], [-0.5334, -0.3359, -0.7093], [0.4129, -3.0005, -1.1701], [0.1998, -3.0419, 1.0753], [-0.8696, -4.1820, 0.4707], [-3.4526, -1.6925, 1.2310], [-2.7187, -3.2638, -0.6003], [2.9776, 0.7609, 0.6494], [0.1548, -1.0497, -0.8616], [2.2198, -1.7959, -0.3466], [-1.9875, -1.4215, -2.5079], [-1.8157, -2.5647, 2.4937], [-2.8377, -1.9653, 0.5771], [-2.3704, -3.3264, -1.5038]], "mulliken_charge": [0.287, 0.055, -1.134, 0.486, -1.280, -1.305, -0.021, 0.287, -1.084, 0.643, 0.308, 0.305, 0.400, 0.358, 0.478, 0.364, 0.325, 0.395, 0.295, 0.385, 0.224, 0.351, 0.115, 0.644, 0.404, 0.347, 0.370, 0.435, -0.676, 0.073, -0.656, -0.578, -0.506, -0.531, -0.562], "smiles": "CC(C)C[C@H](N)C(=O)N[C@@H](CC(=O)O)C(=O)O", "e_homo_ev": -9.558, "total_charge": 0, "homo_lumo_gap_ev": 9.727}

=====

Run 2
{"formula": "C10H18N2O5", "method": "ωB97M-V with the def2-TZVPD basis set", "elements": ["C", "C", "C", "C", "C", "C", "C", "C", "C", "C", "H", "H", "H", "H", "H", "H", "H", "H", "H", "H", "H", "H", "H", "H", "H", "H", "H", "H", "N", "N", "O", "O", "O", "O", "O"], "xyz": [[1.7427, -1.5463, 0.2569], [0.5473, -1.1686, 1.1325], [2.7988, -0.3841, 0.5005], [2.8557, 0.7942, -0.4501], [-0.9823, -0.0121, -0.3195], [-0.6586, 1.3729, 0.2233], [-2.4177, -0.1730, -1.0293], [-2.3475, -1.4869, -1.8157], [-3.4096, -0.3406, 0.0509], [-3.7830, 0.9779, 0.7640], [2.4313, -1.9433, -1.6817], [0.9248, -2.4996, -1.1571], [2.2312, -2.5075, 0.7309], [2.6443, -0.1349, 1.5830], [3.7243, -0.7538, 0.4799], [1.7583, 1.9790, -1.4224], [-1.3478, -0.7935, 1.4847], [-0.1943, -0.2595, -0.9989], [-2.5409, 0.8069, -1.7151], [-2.5112, -2.3714, -1.1738], [-1.4426, -1.5010, -2.2994], [-2.9839, -1.6201, -2.6776], [-4.2560, -0.9395, -0.2785], [-2.9144, -1.0312, 0.7889], [-3.0560, 1.1346, 1.5946], [-4.7248, 0.7316, 1.2530], [-3.9448, 1.8510, 0.0350], [0.0920, 2.2537, 1.5549], [1.5182, -1.6826, -1.1857], [-0.7409, -1.0364, 0.6878], [0.8473, -1.2088, 2.2925], [3.9163, 1.2158, -0.8176], [1.6209, 1.1575, -0.9203], [-0.7982, 2.3483, -0.5074], [-0.0119, 1.2910, 1.3908]], "mulliken_charge": [0.276, -0.129, -1.151, 0.467, -0.334, -0.299, 1.218, -1.812, -0.955, -1.080, 0.261, 0.269, 0.422, 0.388, 0.560, 0.287, 0.296, 0.803, 0.327, 0.298, 0.541, 0.396, 0.544, 0.271, 0.238, 0.414, 0.238, 0.499, -0.567, -0.093, -0.630, -0.593, -0.282, -0.673, -0.416], "smiles": "CC[C@H](C)[C@H](NC(=O)[C@@H](N)CC(=O)O)C(=O)O", "e_homo_ev": -9.848, "total_charge": 0, "homo_lumo_gap_ev": 10.437}

=====

Which of them is most stable? Easy: run 1.

=====

Run 1
{"formula": "C7H15N2", "method": "ωB97M-V with the def2-TZVPD basis set", "elements": ["C", "C", "C", "C", "C", "C", "C", "N", "N", "H", "H", "H", "H", "H", "H", "H", "H", "H", "H", "H", "H", "H", "H", "H"], "xyz": [[0.3058, -0.3686, 0.4309], [0.4422, -1.5999, 1.0215], [0.3289, 1.9894, 0.1960], [-1.1365, 1.6009, 0.2515], [-0.6107, -2.6740, 0.9683], [2.4195, 0.6590, -0.2800], [-1.0602, -0.1786, -1.5766], [1.0614, 0.6904, 0.3321], [-1.1774, 0.1818, -0.1647], [1.4680, -1.8154, 1.3313], [0.4930, 2.3991, -0.7536], [0.5347, 2.8595, 0.9462], [-1.5103, 1.7530, 1.3359], [-1.8627, 2.1552, -0.4392], [-0.2630, -3.6181, 1.2044], [-1.0756, -2.5750, 0.0629], [-1.3779, -2.4570, 1.7717], [2.9298, 1.4953, 0.2232], [2.8161, -0.4139, -0.0908], [2.2302, 0.9746, -1.3267], [-0.3969, -0.9347, -1.7822], [-1.9869, -0.6468, -1.9403], [-0.5670, 0.6883, -2.0094], [-2.0044, -0.1645, 0.2878]], "mulliken_charge": [0.269, -0.127, -0.666, -0.563, -1.301, -0.769, -0.997, -0.072, -0.032, 0.369, 0.415, 0.317, 0.337, 0.358, 0.407, 0.370, 0.267, 0.311, 0.272, 0.296, 0.444, 0.366, 0.346, 0.383], "smiles": "C/C=C1/N(C)CC[N@H+]1C", "e_homo_ev": -12.002, "total_charge": 1, "homo_lumo_gap_ev": 9.194}

=====

Run 2
{"formula": "C7H15N2", "method": "ωB97M-V with the def2-TZVPD basis set", "elements": ["C", "C", "C", "C", "C", "C", "C", "N", "N", "H", "H", "H", "H", "H", "H", "H", "H", "H", "H", "H", "H", "H", "H", "H"], "xyz": [[-0.1055, -0.1661, 1.1397], [-0.0504, 1.0593, 1.6410], [-0.6142, -0.0742, -1.0993], [-0.3441, -1.3391, 0.4986], [0.1199, 2.2986, 0.7825], [-0.2206, 1.1887, 3.0648], [0.5472, -1.1189, -2.9349], [-0.6013, -0.8365, -2.1990], [0.7629, -2.0530, 0.1576], [-1.6120, 0.3416, -0.7253], [0.2479, 0.6159, -1.1260], [-1.3232, -1.9019, 0.3656], [1.1210, 2.5039, 0.2424], [-0.8329, 2.3574, 0.2502], [0.0605, 3.0884, 1.5272], [0.6886, 1.5317, 3.5809], [-0.9856, 1.9021, 3.3940], [-0.4778, 0.0999, 3.4265], [0.2234, -1.5107, -3.8890], [1.2854, -0.3027, -3.0510], [1.1431, -1.8869, -2.5077], [0.6258, -2.6752, -0.6985], [1.6583, -1.5462, 0.3189], [-1.3165, -1.5763, -2.1593]], "mulliken_charge": [-0.446, 1.082, -0.663, 0.016, -1.332, -1.363, -0.890, -0.088, -0.430, 0.370, 0.325, 0.384, 0.311, 0.377, 0.423, 0.332, 0.383, 0.340, 0.345, 0.297, 0.347, 0.287, 0.283, 0.313], "e_homo_ev": -12.415, "total_charge": 1, "homo_lumo_gap_ev": 8.610}

=====

Which of them is most stable? Easy: run 1.

=====

Run 1
{"formula": "C4H13N2O", "method": "ωB97M-V with the def2-TZVPD basis set", "elements": ["C", "C", "C", "C", "N", "N", "H", "H", "H", "H", "H", "H", "H", "H", "H", "H", "H", "H", "H", "O"], "xyz": [[1.1650, -1.4427, 0.2093], [0.1989, -0.8276, 1.2223], [-0.7890, 0.1773, 0.6499], [-1.7833, -0.3535, -0.0663], [-2.7977, 0.2914, -0.7569], [1.8370, -0.2743, -0.5011], [0.5773, -1.9865, -0.5297], [1.8938, -2.1181, 0.6431], [-0.2859, -1.5728, 1.8531], [0.8737, -0.3483, 1.9687], [-0.8408, 1.1121, 1.1725], [-1.8555, -1.3991, -0.3746], [-2.9802, 1.2784, -0.8074], [-3.5175, -0.3298, -1.0715], [2.0132, -0.5373, -1.4631], [1.3479, 0.6344, -0.3722], [2.6642, -0.1421, 0.0865], [0.5722, 2.8008, 0.0726], [1.2312, 2.7264, -1.1842], [0.4754, 2.3113, -0.7508]], "mulliken_charge": [-0.612, -0.702, -0.556, -0.081, -0.420, -0.117, 0.303, 0.381, 0.389, 0.324, 0.551, 0.210, 0.191, 0.213, 0.343, 0.188, 0.409, 0.353, 0.318, -0.683], "e_homo_ev": -11.524, "total_charge": 1, "homo_lumo_gap_ev": 8.240}

=====

Run 2
{"formula": "C4H13N2O", "method": "ωB97M-V with the def2-TZVPD basis set", "elements": ["C", "C", "C", "C", "N", "N", "O", "H", "H", "H", "H", "H", "H", "H", "H", "H", "H", "H", "H", "H"], "xyz": [[2.1527, -0.8413, -0.5478], [-0.1535, 1.9992, 0.8732], [-1.3344, -1.5765, 0.2965], [1.9458, -0.8000, 0.7094], [0.1794, 1.3967, -0.4842], [-1.3382, -0.7251, -0.9548], [1.6592, -0.6996, 1.8251], [3.0515, -0.4208, -0.9413], [1.3559, -1.0414, -1.2503], [-1.0497, -1.1725, -1.8281], [0.1114, 1.2053, 1.6020], [0.4427, 2.8930, 1.0789], [-1.2481, 2.1210, 1.0621], [-1.9190, -2.4483, 0.2956], [-0.2931, -1.9785, 0.6661], [-1.8209, -1.0202, 1.1263], [1.2323, 1.2613, -0.6210], [-0.4383, 0.2170, -0.6536], [-0.1826, 2.0149, -1.3320], [-2.3531, -0.3842, -0.9222]], "mulliken_charge": [-1.374, -0.736, -0.736, 0.881, -0.545, -0.451, -0.334, 0.414, 0.438, 0.315, 0.273, 0.352, 0.307, 0.410, 0.176, 0.310, 0.378, 0.222, 0.360, 0.340], "e_homo_ev": -13.355, "total_charge": 1, "homo_lumo_gap_ev": 10.214}

=====

Run 3
{"formula": "C4H13N2O", "method": "ωB97M-V with the def2-TZVPD basis set", "elements": ["C", "C", "C", "C", "N", "N", "H", "H", "H", "H", "H", "H", "H", "H", "H", "H", "H", "H", "H", "O"], "xyz": [[0.4891, -0.4782, -1.2702], [0.7084, -1.5963, -0.2308], [0.8187, -1.1924, 1.2842], [-0.3214, -0.0936, 2.9942], [-0.3947, -0.4978, 1.7870], [0.0814, 0.8526, -0.7101], [1.4054, -0.3059, -1.8352], [-0.2653, -0.7246, -2.0147], [1.6222, -2.1710, -0.3769], [-0.1375, -2.2820, -0.3120], [1.7404, -0.6176, 1.3255], [0.8731, -2.0746, 1.9155], [-1.1599, 0.4768, 3.3720], [0.4875, -0.4288, 3.6412], [-0.6691, 1.3529, -1.2195], [0.8912, 1.4470, -0.5260], [-0.2753, 0.7919, 0.2675], [-1.0028, 2.4291, -3.6181], [-2.0041, 2.6880, -2.6002], [-1.2222, 2.1499, -2.7193]], "mulliken_charge": [-0.600, -0.527, -0.772, -0.289, -0.448, -0.203, 0.340, 0.284, 0.378, 0.322, 0.330, 0.566, 0.286, 0.306, 0.323, 0.387, 0.361, 0.302, 0.304, -0.647], "e_homo_ev": -13.813, "total_charge": 1, "homo_lumo_gap_ev": 10.815}

=====

Run 4
{"formula": "C4H13N2O", "method": "ωB97M-V with the def2-TZVPD basis set", "elements": ["C", "C", "C", "C", "N", "N", "H", "H", "H", "H", "H", "H", "H", "H", "H", "H", "H", "H", "H", "O"], "xyz": [[-0.8469, 0.5275, -0.1316], [-0.0922, 0.5950, 1.1827], [1.1985, -0.2438, 1.5536], [1.1646, -1.0143, 2.6515], [2.0581, -0.1854, 0.3725], [-0.4288, -0.3619, -1.1811], [-1.8825, 0.1734, 0.3257], [-0.8989, 1.6840, -0.6101], [0.2752, 1.6871, 1.4220], [-0.8219, 0.1746, 2.0342], [2.1555, -1.5849, 2.8457], [0.3031, -1.0616, 3.4254], [2.8466, -0.8342, 0.1544], [2.5627, 0.6865, 0.4830], [-0.8581, -0.0825, -2.1571], [0.5860, -0.7042, -0.9241], [-0.8763, -1.3366, -1.1964], [-3.1692, 0.0695, -3.4083], [-2.1630, 1.1928, -3.7680], [-2.2510, 0.5725, -3.0629]], "mulliken_charge": [-0.277, -0.596, 0.554, -0.948, -0.544, -0.272, 0.186, 0.244, 0.243, 0.232, 0.231, 0.244, 0.255, 0.252, 0.418, 0.360, 0.426, 0.351, 0.325, -0.685], "e_homo_ev": -12.858, "total_charge": 1, "homo_lumo_gap_ev": 9.666}

=====

Which of them is most stable? Easy: run 3.